--- w ---
Computed, not measured: one molecule with the formula C3H6N2S2, with the ωB97M-V functional and the def2-TZVPD basis.

frontier orbital gap = 8.866 eV
SMILES = C=NS/C(C)=N/S
lowest unoccupied orbital energy = 0.44 eV

Last column: Löwdin charge in e.
Atoms and positions in Å:
C (-0.050, 1.681, 2.293)  -0.143
N (0.726, 2.007, 1.322)  -0.432
S (1.055, 1.218, -0.063)  0.941
C (0.192, -0.203, -0.599)  -0.895
C (0.680, -0.614, -1.963)  -0.155
N (-0.773, -0.578, 0.018)  -0.443
S (-1.740, -1.768, -0.687)  0.667
H (-0.692, 0.538, 2.384)  0.147
H (-0.109, 2.467, 3.067)  0.057
H (1.428, 0.250, -2.085)  0.035
H (1.508, -1.476, -1.685)  0.137
H (-0.180, -1.091, -2.693)  0.110
H (-2.045, -2.433, 0.691)  -0.026

=====

--- x ---
Computed, not measured: a 2-piece molecular cluster, C3H6N2S2 overall, with the ωB97M-V functional and the def2-TZVPD basis.

frontier orbital gap (alpha / beta) = 5.992 / 8.285 eV
lowest unoccupied orbital energy (alpha / beta) = -0.78 / 0.03 eV

Last column: Löwdin charge in e.
Atoms and positions in Å:
C (-0.025, -1.351, -0.784)  -0.331
C (-1.035, -1.958, -1.483)  -0.431
C (1.494, 2.179, 0.866)  -0.612
N (-1.592, -0.806, 0.590)  -0.278
N (-0.329, -0.682, 0.309)  -0.185
S (-2.528, -1.782, -0.649)  0.929
S (0.229, 1.756, -0.306)  0.566
H (1.085, -1.452, -1.114)  0.150
H (-0.734, -2.524, -2.300)  0.045
H (2.400, 2.595, 0.504)  -0.007
H (1.930, 1.359, 1.408)  0.010
H (1.193, 2.869, 1.739)  0.049
H (-2.088, -0.204, 1.220)  0.095

=====

Stability ranking, top and bottom: x is the most stable and w is the least stable.

=====

--- w ---
Computed, not measured: one molecule with the formula C3H6N2S2, with the ωB97M-V functional and the def2-TZVPD basis.

frontier orbital gap (alpha / beta) = 9.009 / 5.905 eV
lowest unoccupied orbital energy (alpha / beta) = -0.46 / -2.11 eV

Last column: Löwdin charge in e.
Atoms and positions in Å:
C (-0.116, 0.425, 0.592)  -0.553
C (0.564, 1.447, 1.496)  -0.553
C (0.646, 0.419, -0.812)  -0.485
N (-0.952, -0.403, 0.969)  0.160
N (-0.439, -1.766, -1.664)  -0.374
S (2.002, 0.501, 2.066)  0.668
S (-0.317, -0.256, -2.079)  0.841
H (0.998, 2.264, 0.908)  0.060
H (-0.048, 1.796, 2.370)  0.084
H (0.935, 1.472, -1.161)  0.099
H (1.543, -0.149, -0.555)  0.055
H (-1.343, -0.976, 0.238)  0.023
H (-1.156, -2.208, -2.213)  -0.026

=====

--- x ---
Computed, not measured: C3H6N2S2 as an isolated structure, with the ωB97M-V functional and the def2-TZVPD basis.

frontier orbital gap (alpha / beta) = 8.430 / 8.431 eV
lowest unoccupied orbital energy (alpha / beta) = -0.02 / -0.02 eV

Last column: Löwdin charge in e.
Atoms and positions in Å:
C (-1.156, -0.478, -1.097)  -0.500
C (0.162, -0.125, 1.163)  -0.512
C (1.624, -0.234, 0.888)  -0.143
N (-0.432, 1.412, 0.139)  0.096
N (-0.999, 0.975, -0.869)  -0.829
S (-1.577, 1.906, -2.079)  0.553
S (-0.941, -1.344, 0.486)  0.879
H (-2.157, -0.688, -1.469)  0.063
H (-0.416, -0.783, -1.841)  0.085
H (-0.111, 0.148, 2.174)  0.074
H (1.824, -0.641, -0.101)  0.074
H (2.086, -0.890, 1.626)  0.081
H (2.093, 0.743, 0.979)  0.080

=====

--- y ---
Computed, not measured: one molecule with the formula C3H6N2S2, with the ωB97M-V functional and the def2-TZVPD basis.

frontier orbital gap = 8.967 eV
SMILES = [H]/N=C/S/C(=N/[H])SC
lowest unoccupied orbital energy = 0.18 eV

Last column: Löwdin charge in e.
Atoms and positions in Å:
H (-4.337, -1.390, -0.637)  0.066
N (-3.936, -0.771, 0.136)  -0.026
C (-2.789, -0.389, -0.240)  -0.790
S (-1.896, 0.735, 0.655)  0.766
C (0.201, 0.293, -0.010)  -0.847
N (0.226, -0.856, -0.360)  0.057
H (1.011, -1.093, -0.893)  0.049
S (1.284, 1.542, 0.303)  0.888
C (2.869, 0.729, 0.583)  -0.363
H (-2.378, -0.651, -1.310)  0.099
H (3.227, 0.781, 1.604)  0.043
H (3.594, 1.302, -0.071)  0.062
H (2.922, -0.234, 0.240)  -0.004

=====

Stability ranking, top and bottom: y is the most stable and w is the least stable.

=====

--- w ---
Computed, not measured: a 2-piece molecular cluster, CBrCl2NO2 overall, with the ωB97M-V functional and the def2-TZVPD basis.

frontier orbital gap (alpha / beta) = 8.687 / 7.869 eV
lowest unoccupied orbital energy (alpha / beta) = -1.52 / -1.39 eV

Last column: Löwdin charge in e.
Atoms and positions in Å:
C (-1.068, 0.479, -0.511)  -1.576
N (1.657, -0.409, 0.518)  -0.243
O (2.491, -0.043, 1.290)  0.103
O (1.496, -1.305, -0.170)  0.070
Cl (-1.842, 1.322, -1.831)  0.518
Cl (-1.208, 1.311, 1.030)  0.491
Br (-1.525, -1.355, -0.326)  0.638

=====

--- x ---
Computed, not measured: one molecule with the formula CBrCl2NO2, with the ωB97M-V functional and the def2-TZVPD basis.

frontier orbital gap = 10.789 eV
SMILES = O=[N+]([O-])C(Cl)(Cl)Br
lowest unoccupied orbital energy = -0.32 eV

Last column: Löwdin charge in e.
Atoms and positions in Å:
O (-1.843, -0.280, -0.454)  0.035
N (-0.870, -0.572, 0.208)  -0.465
O (-0.705, -1.405, 1.029)  0.068
C (0.500, 0.394, -0.179)  -1.550
Cl (0.436, 1.572, 1.135)  0.597
Cl (0.330, 0.949, -1.782)  0.666
Br (2.152, -0.657, 0.045)  0.650

=====

Stability ranking, top and bottom: x is the most stable and w is the least stable.

=====

--- w ---
Computed, not measured: a 2-piece molecular cluster, C2H7NS2 overall, with the ωB97M-V functional and the def2-TZVPD basis.

frontier orbital gap (alpha / beta) = 5.921 / 5.918 eV
lowest unoccupied orbital energy (alpha / beta) = -2.19 / -2.19 eV

Last column: Löwdin charge in e.
Atoms and positions in Å:
C (-0.360, -1.584, -0.605)  -0.213
C (-1.183, -0.780, 0.384)  -0.736
N (2.151, 2.719, 0.458)  -0.468
S (-0.168, -0.117, 1.718)  0.473
S (2.139, 1.199, -0.126)  0.618
H (-0.992, -1.947, -1.414)  0.066
H (0.430, -0.962, -1.021)  0.015
H (0.102, -2.436, -0.111)  0.066
H (-1.937, -1.405, 0.868)  0.057
H (-1.681, 0.061, -0.101)  0.048
H (1.428, 3.362, 0.172)  0.037
H (2.583, 2.898, 1.352)  0.037

=====

--- x ---
Computed, not measured: one molecule with the formula C2H7NS2, with the ωB97M-V functional and the def2-TZVPD basis.

frontier orbital gap = 8.904 eV
SMILES = NCCSS
lowest unoccupied orbital energy = 0.56 eV

Last column: Löwdin charge in e.
Atoms and positions in Å:
N (-0.199, -1.857, 0.869)  -0.015
C (0.835, -0.840, 0.628)  -0.371
C (0.438, 0.114, -0.522)  -0.548
S (-0.146, 1.645, 0.306)  0.398
S (-1.205, 2.669, -1.120)  0.274
H (-1.078, -1.327, 0.887)  0.064
H (-0.379, -2.298, -0.036)  0.062
H (1.036, -0.296, 1.550)  0.084
H (1.801, -1.240, 0.301)  0.107
H (1.307, 0.395, -1.144)  0.068
H (-0.239, -0.304, -1.261)  0.069
H (-2.171, 3.340, -0.458)  -0.194

=====

--- y ---
Computed, not measured: a 2-piece molecular cluster, C2H7NS2 overall, with the ωB97M-V functional and the def2-TZVPD basis.

frontier orbital gap = 8.652 eV
SMILES = C=CN.SS
lowest unoccupied orbital energy = 0.43 eV

Last column: Löwdin charge in e.
Atoms and positions in Å:
C (0.988, -0.033, 1.024)  -0.059
C (0.559, -1.265, 0.712)  -0.289
N (0.594, -1.727, -0.596)  0.026
H (1.346, 0.593, 0.254)  0.006
H (1.020, 0.475, 1.966)  0.039
H (0.244, -1.988, 1.533)  0.127
H (0.575, -1.171, -1.427)  0.072
H (0.224, -2.674, -0.709)  0.087
S (-2.449, 1.714, -0.411)  0.244
S (-0.840, 2.042, -1.616)  0.250
H (-2.352, 2.771, 0.363)  -0.227
H (0.091, 1.264, -1.094)  -0.277

=====

--- z ---
Computed, not measured: a 2-piece molecular cluster, C2H7NS2 overall, with the ωB97M-V functional and the def2-TZVPD basis.

frontier orbital gap = 9.590 eV
SMILES = C=N.CSS
lowest unoccupied orbital energy = 0.60 eV

Last column: Löwdin charge in e.
Atoms and positions in Å:
C (-1.635, 3.827, 0.500)  -0.153
N (-0.644, 3.113, 0.176)  -0.001
H (-1.390, 4.413, 1.415)  0.066
H (-2.620, 3.806, 0.034)  0.059
H (-0.725, 2.521, -0.649)  0.031
C (1.651, -1.835, -0.510)  -0.478
S (-0.161, -2.137, -0.525)  0.334
S (-0.270, -3.549, 0.895)  0.252
H (2.225, -2.212, 0.332)  0.026
H (1.905, -0.797, -0.604)  0.020
H (2.098, -2.375, -1.310)  0.007
H (-0.433, -4.774, 0.245)  -0.163

=====

Stability ranking, top and bottom: x is the most stable and w is the least stable.

=====

--- w ---
Computed, not measured: C22H17Cl2IrN3O2SSe as an isolated structure, with the ωB97M-V functional and the def2-TZVPD basis.

frontier orbital gap (alpha / beta) = 6.875 / 5.648 eV
expectation value of S² = 0.780
spin multiplicity = 2
charge = +2
lowest unoccupied orbital energy (alpha / beta) = -7.57 / -8.78 eV

Last column: Löwdin charge in e.
Atoms and positions in Å:
Ir (-0.470, -0.283, 1.658)  1.085
Cl (-4.143, -0.377, 5.038)  0.874
C (-4.272, -0.625, 3.373)  -0.548
C (-5.480, -0.953, 2.780)  -0.069
C (-5.582, -1.099, 1.406)  -0.548
Cl (-7.072, -1.522, 0.732)  0.881
C (-4.449, -0.895, 0.535)  -0.139
C (-4.496, -0.918, -0.866)  0.047
C (-3.341, -0.681, -1.570)  0.028
C (-2.145, -0.451, -0.892)  -0.043
N (-2.075, -0.437, 0.435)  -0.056
C (-3.226, -0.632, 1.140)  -0.160
C (-3.103, -0.494, 2.570)  -0.339
O (-1.953, -0.229, 3.046)  -0.193
H (-6.357, -1.089, 3.399)  0.132
H (-5.430, -1.107, -1.377)  0.120
H (-3.339, -0.672, -2.651)  0.135
H (-1.229, -0.272, -1.433)  0.104
O (0.884, -0.252, 3.312)  -0.153
H (1.659, -0.824, 3.398)  0.110
H (0.355, -0.334, 4.120)  0.098
Se (-0.512, 2.106, 2.097)  0.836
C (-2.245, 2.344, 1.503)  -0.688
N (-3.349, 2.407, 1.177)  0.120
N (0.920, -1.097, 0.446)  -0.480
S (1.741, -1.093, -0.986)  1.133
C (3.446, -0.822, -0.591)  -0.416
C (3.890, 0.384, -0.054)  -0.062
C (5.233, 0.516, 0.243)  -0.042
C (6.109, -0.542, 0.006)  -0.034
C (5.652, -1.737, -0.527)  -0.044
C (4.304, -1.887, -0.829)  -0.075
C (1.377, 0.413, -1.863)  -0.422
C (0.678, 1.488, -1.348)  -0.124
C (0.484, 2.608, -2.149)  -0.039
C (0.984, 2.637, -3.441)  -0.034
C (1.688, 1.548, -3.944)  -0.035
C (1.890, 0.427, -3.158)  -0.070
H (1.129, -2.010, 0.853)  0.023
H (3.202, 1.203, 0.119)  0.118
H (5.604, 1.445, 0.654)  0.121
H (7.159, -0.428, 0.240)  0.123
H (6.338, -2.553, -0.709)  0.122
H (3.932, -2.814, -1.248)  0.115
H (0.309, 1.485, -0.334)  -0.003
H (-0.055, 3.458, -1.751)  0.122
H (0.831, 3.511, -4.060)  0.123
H (2.079, 1.569, -4.952)  0.124
H (2.444, -0.420, -3.547)  0.124

=====

--- x ---
Computed, not measured: C22H17Cl2IrN3O2SSe as an isolated structure, with the ωB97M-V functional and the def2-TZVPD basis.

frontier orbital gap (alpha / beta) = 6.642 / 4.890 eV
expectation value of S² = 0.809
spin multiplicity = 2
charge = +2
lowest unoccupied orbital energy (alpha / beta) = -8.05 / -9.50 eV

Last column: Löwdin charge in e.
Atoms and positions in Å:
Ir (-1.758, -0.506, 0.312)  1.146
Cl (3.080, -0.042, 0.944)  0.853
C (1.906, -0.350, 2.139)  -0.542
C (2.284, -0.468, 3.488)  -0.073
C (1.356, -0.716, 4.463)  -0.560
Cl (1.846, -0.806, 6.099)  0.833
C (-0.027, -0.887, 4.142)  -0.137
C (-1.063, -1.154, 5.056)  0.045
C (-2.353, -1.270, 4.602)  0.013
C (-2.625, -1.130, 3.242)  -0.079
N (-1.665, -0.906, 2.354)  -0.097
C (-0.380, -0.777, 2.790)  -0.153
C (0.572, -0.480, 1.795)  -0.303
O (0.128, -0.356, 0.532)  -0.235
H (3.326, -0.343, 3.752)  0.128
H (-0.842, -1.253, 6.110)  0.120
H (-3.167, -1.469, 5.283)  0.133
H (-3.634, -1.210, 2.856)  0.127
O (-3.640, -1.565, 0.140)  -0.126
H (-3.571, -2.526, 0.230)  0.112
H (-4.288, -1.389, -0.559)  0.112
Se (-2.785, 1.512, 0.898)  0.832
C (-2.915, 2.337, -0.746)  -0.698
N (-2.997, 2.849, -1.774)  0.132
N (-1.725, -0.279, -1.693)  -0.470
S (-0.572, 0.102, -2.799)  1.159
C (0.067, 1.729, -2.531)  -0.440
C (0.554, 2.178, -1.307)  -0.088
C (0.984, 3.488, -1.211)  -0.041
C (0.938, 4.326, -2.324)  -0.030
C (0.465, 3.861, -3.539)  -0.035
C (0.015, 2.552, -3.648)  -0.073
C (0.781, -0.994, -2.433)  -0.404
C (2.081, -0.561, -2.646)  -0.070
C (3.119, -1.469, -2.491)  -0.057
C (2.855, -2.781, -2.130)  -0.046
C (1.544, -3.201, -1.931)  -0.050
C (0.496, -2.310, -2.094)  -0.102
H (-2.615, -0.110, -2.151)  0.021
H (0.621, 1.513, -0.458)  0.078
H (1.366, 3.862, -0.270)  0.118
H (1.275, 5.351, -2.235)  0.122
H (0.435, 4.512, -4.401)  0.124
H (-0.378, 2.182, -4.587)  0.119
H (2.291, 0.463, -2.926)  0.120
H (4.138, -1.145, -2.659)  0.123
H (3.668, -3.486, -2.022)  0.121
H (1.337, -4.231, -1.672)  0.118
H (-0.528, -2.645, -1.989)  0.099

=====

Stability ranking, top and bottom: x is the most stable and w is the least stable.

=====

--- w ---
Computed, not measured: one molecule with the formula ClH2NP2, with the ωB97M-V functional and the def2-TZVPD basis.

frontier orbital gap = 7.589 eV
SMILES = N=P#[PH]Cl
lowest unoccupied orbital energy = -1.43 eV

Last column: Löwdin charge in e.
Atoms and positions in Å:
N (1.414, 0.291, 1.031)  -0.434
P (0.719, 0.700, -0.298)  0.449
P (-1.422, 0.097, 0.122)  0.306
Cl (-1.113, -1.950, -0.940)  -0.130
H (2.443, 0.549, 1.212)  0.007
H (-2.041, 0.312, -1.127)  -0.199

=====

--- x ---
Computed, not measured: one molecule with the formula ClH2NP2, with the ωB97M-V functional and the def2-TZVPD basis.

frontier orbital gap = 7.540 eV
SMILES = N=P#[PH]Cl
lowest unoccupied orbital energy = -1.71 eV

Last column: Löwdin charge in e.
Atoms and positions in Å:
N (0.642, -1.150, -1.467)  -0.349
P (-0.466, 0.138, -0.946)  0.504
P (0.218, 0.153, 1.114)  0.096
Cl (-1.329, 0.939, 2.155)  0.013
H (0.168, -1.532, -2.259)  -0.118
H (0.767, 1.452, 1.402)  -0.146

=====

Stability ranking, top and bottom: w is the most stable and x is the least stable.